[1]
Computed, not measured: the ion C6H12N3O3 with charge +1 at a distorted geometry, with ωB97M-V with the def2-TZVPD basis set.

Lowest unoccupied orbital energy: -2.94 eV
Energy above the lowest of the compared OMol25 structures with the same formula, charge and spin: 53.13 kcal per mole
Max |F|: 0.1021 Eh/bohr
Orbital gap: 0.3748 Ha
Charge: +1

Last column: Löwdin charge in e.
Element x y z (Å)
C 0.31369 -3.81771 0.79199  0.05
N 0.58882 -2.35682 0.97178  -0.11
N 1.66773 -2.07355 1.76446  -0.05
O 2.53499 -1.35836 0.96672  -0.03
C -0.01113 -1.57503 0.13886  -0.34
O -0.69612 -1.72657 -0.79289  0.19
O 0.24995 0.02565 0.50348  0.10
C -0.29438 1.05734 -0.06599  -0.26
N -1.35100 0.96299 -0.80229  0.13
C -1.84017 2.20866 -1.35179  -0.12
C -0.82050 3.30424 -0.94608  -0.12
C 0.27466 2.50051 -0.18860  -0.02
H 1.33934 -4.28532 0.96959  0.13
H -0.46415 -4.15579 1.39756  0.07
H 0.20812 -4.04327 -0.35715  0.14
H 1.32824 -1.55783 2.59585  0.16
H 3.47417 -1.24363 1.28468  0.15
H -1.74479 0.11457 -1.23619  0.18
H -2.81356 2.52201 -0.86595  0.15
H -1.88256 2.07139 -2.38922  0.11
H -1.44157 4.00376 -0.38504  0.11
H -0.35568 3.87508 -1.71013  0.11
H 1.07225 2.37983 -0.90107  0.13
H 0.66363 3.16785 0.60741  0.14



[2]
Computed, not measured: an isolated molecule of C6H12N4 at a distorted geometry, with ωB97M-V with the def2-TZVPD basis set.

Lowest unoccupied orbital energy: 0.87 eV
Energy above the lowest of the compared OMol25 structures with the same formula, charge and spin: 76.20 kcal per mole
Max |F|: 0.0907 Eh/bohr
Orbital gap: 0.2831 Ha
Charge: 0

Last column: Löwdin charge in e.
Element x y z (Å)
C 0.76696 -1.76554 1.16029  -0.10
C 0.83648 -0.51008 0.25750  -0.28
C 2.24221 -0.03699 -0.12548  -0.09
C -0.33539 0.25968 0.19039  -0.23
N -0.64184 1.54656 -0.03828  -0.13
C 0.26710 2.63433 -0.44593  -0.01
N -1.96125 1.80687 0.12814  0.06
N -2.50208 0.70354 0.26909  -0.01
N -1.64039 -0.35212 0.23337  -0.11
C -2.03286 -1.53352 -0.60419  -0.02
H 1.53637 -1.69398 1.92179  0.06
H 0.97037 -2.58625 0.49561  0.05
H -0.24657 -1.94799 1.66783  0.10
H 2.92804 -0.90184 0.03822  0.08
H 2.22250 0.09713 -1.27727  0.10
H 2.55111 0.76081 0.43589  0.03
H 0.96330 2.29794 -1.21813  0.08
H -0.23995 3.49638 -0.81234  0.07
H 0.76888 3.04505 0.44427  0.09
H -3.10818 -1.95351 -0.44480  0.12
H -2.08699 -1.11987 -1.60334  0.07
H -1.25782 -2.24661 -0.67263  0.05



[3]
Computed, not measured: a cluster of 2 separate species, C6H12N4 in total at a distorted geometry, with ωB97M-V with the def2-TZVPD basis set.

Lowest unoccupied orbital energy (alpha / beta): -9.95 / -10.29 eV
Energy above the lowest of the compared OMol25 structures with the same formula, charge and spin: 44.26 kcal per mole
Max |F|: 0.0494 Eh/bohr
Orbital gap (alpha / beta): 0.2562 / 0.2383 Ha
Charge: +2

Last column: Löwdin charge in e.
Element x y z (Å)
C -2.79730 -1.32031 -0.19041  0.03
C -2.85120 0.04464 -0.04329  -0.24
C -0.73722 -0.58544 -0.17145  0.00
C 1.79770 -0.26136 0.45124  -0.06
C -3.97879 0.98006 0.03593  0.01
C 3.89646 -0.14777 -0.77769  0.02
N -1.53653 0.46164 0.00263  0.14
N -1.47609 -1.68291 -0.21732  0.11
N 2.45612 0.00523 -0.60455  0.05
N 2.02800 -0.38784 1.70511  0.24
H -3.59447 -2.02952 -0.29203  0.15
H -4.90589 0.43846 0.21563  0.11
H -3.83023 1.71018 0.83001  0.10
H -4.10005 1.52994 -0.90034  0.11
H 4.09126 -0.81701 -1.61638  0.12
H 4.32829 0.82546 -1.01432  0.12
H 4.36212 -0.55017 0.11803  0.11
H -1.24824 1.42588 0.08357  0.18
H -1.15220 -2.63284 -0.33649  0.18
H 1.96834 0.27868 -1.45639  0.18
H 1.39196 -0.87077 2.33098  0.16
H 2.85335 0.02426 2.15152  0.18